Record 1
# C17H22MnN8O5S

A molecular structure, C17H22MnN8O5S in a non-equilibrium geometry (the ωB97M-V functional and the def2-TZVPD basis, the Open Molecules 2025 dataset).

As for the largest force on an atom: 4.56 eV/Å. The relative energy (zero: lowest compared OMol25 entry of this formula, charge and spin) is 19.3 kcal per mole. For the HOMO energy (alpha / beta), the calculation gives -0.5331 / -0.5197 Ha. The calculation puts the molecular weight at 505.4 g mol⁻¹. For the total energy, the calculation gives -3023.8772 Ha. The calculation puts the LUMO energy (alpha / beta) at -8.98 / -8.38 eV.

Geometry as ORCA input:
```
! RIJCOSX wB97M-V def2-TZVPD def2/J DEFGRID3
* xyz 2 2
Mn 0.263 -0.883 0.043
N 1.585 -1.533 1.613
C 1.956 -0.484 2.605
C 0.719 0.114 3.255
C -0.006 0.996 2.266
O -0.221 2.171 2.419
O -0.391 0.371 1.156
H 1.324 -2.371 2.127
H 2.428 -1.784 1.101
H 2.518 0.285 2.080
H 2.608 -0.918 3.363
H 0.988 0.709 4.125
H 0.046 -0.685 3.581
C -2.670 1.609 -3.477
N -3.134 0.761 -2.383
C -4.452 0.572 -2.020
C -4.466 -0.263 -0.977
N -3.133 -0.594 -0.678
C -2.333 0.055 -1.575
S -0.651 0.066 -1.797
C -2.784 -1.522 0.341
C -3.815 -2.034 1.128
C -3.554 -3.032 2.040
C -2.262 -3.523 2.140
C -1.296 -2.927 1.372
N -1.516 -1.914 0.507
H -3.540 1.961 -4.023
H -2.030 1.034 -4.143
H -2.118 2.457 -3.078
H -5.265 1.041 -2.545
H -5.313 -0.659 -0.456
H -4.821 -1.667 1.038
H -4.355 -3.431 2.647
H -2.006 -4.336 2.803
H -0.282 -3.287 1.420
O 1.548 -3.982 0.016
N 1.226 -3.547 -1.015
O 0.669 -2.513 -1.246
C 3.801 0.262 -2.538
N 3.335 1.301 -1.616
C 3.827 2.573 -1.683
C 3.397 3.545 -0.857
C 2.408 3.183 0.106
N 1.935 1.928 0.161
C 2.372 1.022 -0.685
O 1.943 -0.194 -0.652
N 1.917 4.045 0.982
H 4.732 0.593 -2.988
H 3.059 0.084 -3.315
H 3.972 -0.660 -1.991
H 4.579 2.744 -2.440
H 3.796 4.546 -0.923
H 2.244 4.994 1.028
H 1.218 3.719 1.641
*
```

Record 2
# C4H4O2S2

A single C4H4O2S2 molecule in a non-equilibrium geometry (the ωB97M-V functional and the def2-TZVPD basis, the Open Molecules 2025 dataset).

As for the largest force on an atom: 2.93 eV/Å. The relative energy (zero: lowest compared OMol25 entry of this formula, charge and spin) is 21.8 kcal per mole. The SMILES is C=CSC(=S)C(=O)O. For the HOMO energy, the calculation gives -0.3285 Ha. The calculation puts the molecular weight at 148.2 g mol⁻¹. For the total energy, the calculation gives -1101.6265 Ha. The calculation puts the LUMO energy at -1.18 eV.

Geometry as ORCA input:
```
! RIJCOSX wB97M-V def2-TZVPD def2/J DEFGRID3
* xyz 0 1
C 2.961 -0.063 -0.177
C 1.734 0.237 0.258
S 0.427 -0.815 0.006
C -0.830 0.312 0.037
S -0.963 1.964 -0.010
C -2.115 -0.498 0.002
O -2.093 -1.679 0.112
O -3.229 0.199 -0.136
H 3.014 -0.960 -0.799
H 3.651 0.703 -0.048
H 1.378 1.155 0.791
H -3.935 -0.556 -0.035
*
```

Record 3
# C14H27N3O3S

A single C14H27N3O3S molecule in a non-equilibrium geometry (the ωB97M-V functional and the def2-TZVPD basis, the Open Molecules 2025 dataset).

As for the largest force on an atom: 5.15 eV/Å. The relative energy (zero: lowest compared OMol25 entry of this formula, charge and spin) is 60.7 kcal per mole. The SMILES is CNC(=O)[C@@H](CC(C)C)NC(=O)[C@@H](CCSC)NC(C)=O. For the HOMO energy, the calculation gives -0.3203 Ha. The calculation puts the molecular weight at 317.5 g mol⁻¹. For the total energy, the calculation gives -1337.7880 Ha. The calculation puts the LUMO energy at 0.34 eV.

Geometry as ORCA input:
```
! RIJCOSX wB97M-V def2-TZVPD def2/J DEFGRID3
* xyz 0 1
C -3.197 -0.388 2.604
N -2.431 -0.241 1.386
C -2.840 0.305 0.242
O -4.069 0.472 0.039
C -1.639 0.646 -0.741
C -1.158 2.092 -0.529
C -2.106 3.146 -1.094
C -1.584 4.600 -0.953
C -2.786 2.793 -2.458
N -0.447 -0.157 -0.449
C -0.256 -1.337 -1.111
O -1.234 -1.648 -1.862
C 0.932 -2.223 -0.928
C 2.224 -1.418 -1.302
C 3.566 -2.067 -1.117
S 4.959 -0.897 -1.242
C 5.309 -0.273 0.446
N 1.032 -2.863 0.477
C 1.048 -2.165 1.646
C 1.183 -3.014 2.870
O 1.317 -0.950 1.733
H -3.906 0.476 2.648
H -3.712 -1.362 2.494
H -2.581 -0.493 3.571
H -1.521 -0.461 1.464
H -1.862 0.425 -1.811
H -0.192 2.144 -1.163
H -1.169 2.269 0.600
H -2.918 3.201 -0.329
H -0.759 4.722 -1.667
H -1.288 4.680 0.050
H -2.359 5.381 -1.159
H -1.929 2.598 -3.136
H -3.406 1.891 -2.468
H -3.404 3.712 -2.678
H 0.317 0.243 0.099
H 0.960 -2.951 -1.749
H 2.136 -0.533 -0.764
H 2.057 -1.177 -2.328
H 3.700 -2.802 -1.903
H 3.431 -2.391 -0.073
H 4.323 0.007 0.881
H 5.646 -1.099 1.017
H 5.904 0.552 0.652
H 0.793 -3.844 0.497
H 2.045 -3.623 2.678
H 0.267 -3.519 3.230
H 1.607 -2.461 3.686
*
```

Record 4
# C43H68F4O16S5

10 unconnected molecules or ions with the total composition C43H68F4O16S5 in a non-equilibrium geometry (the ωB97M-V functional and the def2-TZVPD basis, the Open Molecules 2025 dataset).

As for the largest force on an atom: 1.67 eV/Å. The SMILES is CCOS(C)(=O)=O.CCOS(C)(=O)=O.CCOS(C)(=O)=O.CCOS(C)(=O)=O.CCOS(C)(=O)=O.Fc1ccccc1.Fc1ccccc1.Fc1ccccc1.Fc1ccccc1.C1CCOC1. For the HOMO energy, the calculation gives -0.3176 Ha. The calculation puts the molecular weight at 1077.3 g mol⁻¹. For the total energy, the calculation gives -5273.4418 Ha. The calculation puts the LUMO energy at -0.17 eV.

Geometry as ORCA input:
```
! RIJCOSX wB97M-V def2-TZVPD def2/J DEFGRID3
* xyz 0 1
C -19.586 -13.886 -13.108
C -19.172 -13.360 -14.451
O -20.024 -13.953 -15.480
S -20.348 -13.111 -16.765
C -18.696 -12.877 -17.400
O -21.047 -13.943 -17.686
O -20.885 -11.852 -16.369
H -19.854 -14.940 -13.193
H -20.442 -13.337 -12.716
H -18.764 -13.818 -12.396
H -19.183 -12.274 -14.542
H -18.163 -13.650 -14.757
H -18.347 -11.906 -17.059
H -18.794 -12.917 -18.483
H -18.076 -13.709 -17.078
C -15.169 -7.269 -10.422
C -16.197 -8.239 -10.927
O -17.041 -8.598 -9.812
S -18.479 -9.198 -10.117
C -18.021 -10.835 -10.588
O -19.185 -9.174 -8.888
O -18.976 -8.584 -11.303
H -14.513 -6.962 -11.239
H -14.555 -7.714 -9.638
H -15.621 -6.367 -10.009
H -16.786 -7.807 -11.734
H -15.724 -9.153 -11.295
H -17.427 -11.274 -9.790
H -17.506 -10.768 -11.541
H -18.916 -11.445 -10.706
C -13.012 -9.314 -12.493
C -13.447 -10.446 -13.389
O -14.840 -10.255 -13.729
S -15.738 -11.541 -13.977
C -14.873 -12.292 -15.321
O -15.634 -12.396 -12.839
O -17.007 -11.029 -14.376
H -11.926 -9.240 -12.469
H -13.396 -9.423 -11.479
H -13.400 -8.373 -12.887
H -12.870 -10.396 -14.318
H -13.298 -11.431 -12.947
H -14.631 -11.542 -16.070
H -15.476 -13.076 -15.771
H -13.973 -12.695 -14.863
C -19.327 -16.501 -18.201
C -19.638 -17.930 -18.579
O -18.970 -18.786 -17.650
S -19.136 -20.355 -17.844
C -20.679 -20.626 -17.068
O -19.256 -20.615 -19.236
O -18.116 -20.938 -17.053
H -19.674 -16.322 -17.187
H -19.695 -15.798 -18.943
H -18.234 -16.405 -18.203
H -20.727 -18.061 -18.528
H -19.367 -18.152 -19.611
H -20.902 -21.689 -17.091
H -21.414 -20.022 -17.596
H -20.587 -20.297 -16.036
C -17.268 -15.195 -20.853
C -15.783 -15.334 -20.711
O -15.444 -16.234 -19.623
S -14.725 -15.611 -18.367
C -13.150 -15.154 -19.034
O -15.427 -14.423 -17.979
O -14.545 -16.674 -17.449
H -17.673 -14.660 -19.992
H -17.854 -16.111 -20.949
H -17.519 -14.627 -21.753
H -15.319 -15.754 -21.603
H -15.376 -14.336 -20.545
H -12.556 -16.061 -19.088
H -12.699 -14.417 -18.377
H -13.309 -14.738 -20.025
F -19.630 -10.609 -19.370
C -19.952 -9.448 -18.756
C -19.013 -8.445 -18.645
C -19.378 -7.186 -18.185
C -20.679 -6.992 -17.739
C -21.600 -8.025 -17.814
C -21.251 -9.276 -18.317
H -18.020 -8.641 -19.034
H -18.649 -6.389 -18.155
H -20.969 -6.053 -17.283
H -22.624 -7.860 -17.503
H -21.993 -10.059 -18.388
F -25.588 -11.252 -14.273
C -24.914 -12.359 -13.900
C -25.459 -13.168 -12.933
C -24.786 -14.328 -12.577
C -23.584 -14.641 -13.186
C -23.107 -13.867 -14.240
C -23.732 -12.670 -14.545
H -26.415 -12.885 -12.512
H -25.112 -14.931 -11.739
H -22.972 -15.464 -12.835
H -22.220 -14.119 -14.800
H -23.369 -11.999 -15.314
F -20.908 -19.271 -13.771
C -21.896 -18.601 -14.407
C -23.164 -19.128 -14.379
C -24.137 -18.515 -15.150
C -23.840 -17.363 -15.869
C -22.565 -16.813 -15.810
C -21.568 -17.446 -15.083
H -23.342 -20.046 -13.836
H -25.158 -18.871 -15.210
H -24.597 -16.929 -16.507
H -22.335 -15.955 -16.430
H -20.566 -17.039 -15.037
F -22.072 -7.966 -10.475
C -22.019 -8.342 -11.771
C -22.177 -7.402 -12.759
C -22.093 -7.822 -14.085
C -21.897 -9.151 -14.395
C -21.748 -10.074 -13.365
C -21.751 -9.663 -12.047
H -22.393 -6.373 -12.510
H -22.202 -7.098 -14.884
H -21.860 -9.501 -15.418
H -21.505 -11.098 -13.626
H -21.536 -10.373 -11.260
C -21.511 -14.486 -21.648
C -21.383 -13.028 -21.126
C -20.215 -12.425 -21.913
O -19.577 -13.497 -22.629
C -20.473 -14.606 -22.756
H -22.519 -14.696 -21.996
H -21.271 -15.138 -20.808
H -21.134 -13.053 -20.067
H -22.308 -12.473 -21.259
H -19.447 -11.987 -21.287
H -20.596 -11.735 -22.673
H -19.852 -15.498 -22.683
H -20.934 -14.538 -23.746
*
```